Record 1
A structure of composition C3H8N3O, computed with ωB97M-V/def2-TZVPD.

The value obtained for the frontier orbital gap is 10.4413 eV. The value obtained for the HOMO energy is -0.51849 hartree. The total charge is +1. For the lowest unoccupied orbital energy, the calculation gives -3.7 eV.

Cartesian coordinates (Å):
C1 0.70 1.82 -0.66
C2 0.47 -1.33 -0.01
C3 -0.67 0.25 0.02
N1 0.17 1.23 0.32
N2 1.45 -1.16 -0.76
N3 -1.42 -0.19 1.20
O1 -0.08 -2.14 0.68
H1 1.48 2.49 -0.54
H2 0.19 1.88 -1.68
H3 -1.39 0.41 -0.83
H4 1.68 -0.31 -1.24
H5 2.12 -1.87 -0.97
H6 -2.42 -0.28 1.01
H7 -1.03 -1.22 1.36
H8 -1.26 0.43 2.08

Atom charges from the natural (NBO) analysis, given in e for atoms 1 to 8: -0.06, 0.75, -0.01, -0.43, -0.75, -0.74, -0.56, 0.20


Record 2
A cluster of 2 separate species, C6H13O2 in total, computed with ωB97M-V/def2-TZVPD.

The value obtained for the frontier orbital gap is 7.3759 eV. The value obtained for the HOMO energy is -0.14021 hartree. The total charge is -1. For the lowest unoccupied orbital energy, the calculation gives 3.6 eV.

Cartesian coordinates (Å):
C1 -0.28 2.86 1.68
C2 1.03 2.12 1.71
O1 1.83 2.19 2.69
O2 1.18 1.55 0.68
H1 -0.29 3.76 1.21
H2 -0.74 2.79 2.69
H3 -0.88 2.15 1.22
C3 0.11 -0.98 -0.74
C4 -0.76 -1.50 0.51
C5 1.13 -1.95 -1.36
C6 -0.95 -0.50 -1.74
H4 0.56 -0.11 -0.26
H5 -0.02 -2.10 1.12
H6 1.32 -2.82 -0.77
H7 0.96 -2.22 -2.44
H8 2.14 -1.36 -1.21
H9 -1.24 0.53 -1.65
H10 -0.46 -0.59 -2.71
H11 -1.55 -1.95 0.06
H12 -1.27 -0.77 1.05
H13 -1.84 -1.09 -1.75

Atom charges from the natural (NBO) analysis, given in e for atoms 1 to 8: -0.74, 0.76, -0.81, -0.78, 0.20, 0.18, 0.20, -0.27


Record 3
A structure of composition C23H20BrN5O8Pd, computed with ωB97M-V/def2-TZVPD.

The value obtained for the frontier orbital gap is 4.3524 eV. The value obtained for the HOMO energy is -0.00524 hartree. The total charge is -2. For the lowest unoccupied orbital energy, the calculation gives 4.2 eV.

Cartesian coordinates (Å):
Pd1 -0.12 0.16 -0.41
O1 4.05 0.56 -0.31
C1 2.85 0.86 -0.28
O2 1.91 0.01 -0.41
C2 2.51 2.33 -0.11
C3 3.58 3.19 -0.01
C4 3.42 4.57 0.16
C5 2.14 5.11 0.24
C6 1.09 4.26 0.14
C7 1.18 2.84 -0.04
O3 0.09 2.19 -0.11
N1 -0.28 4.83 0.22
O4 -0.75 5.01 1.32
O5 -0.84 5.09 -0.83
N2 4.56 5.44 0.26
O6 4.37 6.64 0.41
O7 5.68 4.95 0.19
H1 4.57 2.76 -0.06
H2 2.00 6.18 0.37
Br1 -6.54 4.23 0.08
C8 -5.18 2.89 -0.07
C9 -3.86 3.25 -0.29
C10 -2.88 2.28 -0.41
C11 -3.17 0.89 -0.30
C12 -4.54 0.57 -0.08
C13 -5.52 1.55 0.03
N3 -2.18 -0.02 -0.41
C14 -2.53 -1.39 -0.46
C15 -1.55 -2.30 -0.58
C16 -1.70 -3.75 -0.63
C17 -0.62 -4.55 -0.71
C18 0.70 -4.00 -0.75
C19 0.82 -2.63 -0.71
N4 -0.23 -1.80 -0.63
H3 -3.58 4.30 -0.38
H4 -1.86 2.58 -0.59
H5 -4.86 -0.46 0.01
H6 -6.55 1.26 0.20
H7 -3.56 -1.72 -0.45
H8 -2.71 -4.15 -0.59
H9 -0.76 -5.63 -0.73
H10 1.59 -4.62 -0.82
H11 1.78 -2.14 -0.73
C20 0.33 0.40 5.07
N5 -0.10 -0.89 4.58
C21 -0.38 -1.98 5.50
C22 -0.26 -0.99 3.22
C23 -0.73 -2.30 2.61
O8 -0.03 -0.04 2.51
H12 0.38 0.37 6.16
H13 -0.35 1.19 4.75
H14 1.32 0.66 4.68
H15 -0.18 -1.63 6.51
H16 0.26 -2.85 5.32
H17 -1.42 -2.31 5.45
H18 -0.98 -3.07 3.33
H19 0.05 -2.66 1.94
H20 -1.59 -2.08 1.98

Atom charges from the natural (NBO) analysis, given in e for atoms 1 to 8: 0.96, -0.71, 0.79, -0.75, -0.28, -0.11, -0.09, -0.16


Question: The highest HOMO energy belongs to which entry?
Answer: C23H20BrN5O8Pd